[1]
9
Properties=species:S:1:pos:R:3:lowdin_charge:R:1 method="wB97M-V/def2-TZVPD" homo_energy_ev=-5.40 e_lumo_ev=3.07 charge=-1 smiles="O=C=C(O)[P@@H](=O)[O-]" relative_energy_kcal_mol=77.0 multiplicity=1 orbital_gap_ev=8.46
O 0.2151 -1.9915 2.3123 0.0841
C 0.3734 -1.2674 1.3546 -0.2011
C 0.3864 -0.3762 0.4465 -0.2004
O 1.7825 0.5913 0.0592 -0.1971
P -0.8486 0.3485 -0.6870 0.3038
O -2.1593 -0.3043 -0.5304 -0.4123
O -0.6940 1.8651 -0.8025 -0.4324
H 1.2129 1.3475 -0.4407 0.0641
H -0.2683 -0.2130 -1.7120 -0.0087

[2]
70
Properties=species:S:1:pos:R:3:lowdin_charge:R:1 method="wB97M-V/def2-TZVPD" homo_energy_ev="1.84 / 1.83" e_lumo_ev="3.86 / 3.86" charge=-2 multiplicity=1 orbital_gap_ev="2.03 / 2.03"
Sn -0.4433 0.4961 0.5494 1.1711
C -3.4396 -0.2326 2.6198 -0.2016
Si -1.8753 -0.8300 3.4124 0.4465
C -1.9136 -0.0522 5.1691 -0.2075
C -1.8781 -2.7322 3.5065 -0.1660
N -0.4059 -0.1535 2.5651 -0.2047
C 0.9201 -0.3797 2.8716 -0.3441
C 1.4379 -0.3214 4.1797 -0.1103
C 2.6889 -0.6643 4.4950 -0.1883
C 3.5361 -1.1487 3.4742 -0.1594
C 3.0937 -1.1925 2.1802 -0.1042
C 1.8982 -0.5907 1.8102 -0.3588
N 1.6181 -0.2064 0.5311 -0.2149
Si 2.6212 -0.3542 -1.0028 0.4487
C 3.7905 1.0705 -0.6150 -0.1752
C 1.6849 -0.0150 -2.5362 -0.2198
C 3.1516 -2.1860 -1.2068 -0.1756
H -4.3753 -0.6363 3.0490 0.0334
H -3.4307 -0.5057 1.5326 0.0243
H -3.4782 0.8558 2.6480 0.0087
H -1.2650 -0.6222 5.8614 0.0116
H -2.8934 -0.2717 5.5769 -0.0038
H -1.6879 1.0109 5.2794 0.0227
H -2.6100 -3.0913 4.2124 0.0063
H -0.8599 -3.0489 3.7209 0.0243
H -2.2356 -3.1020 2.5423 -0.0210
H 0.7568 -0.0360 4.9941 0.0839
H 3.0732 -0.6415 5.5295 0.0793
H 4.5654 -1.4717 3.7385 0.0810
H 3.7245 -1.6438 1.4320 0.0715
H 4.4533 0.8962 0.1942 -0.0024
H 3.2043 1.9211 -0.3527 0.0040
H 4.3837 1.3685 -1.5537 0.0363
H 0.9299 -0.8004 -2.7624 0.0280
H 2.3744 0.2139 -3.3711 0.0333
H 1.1428 0.8911 -2.3138 -0.0083
H 4.0931 -2.2924 -1.7032 -0.0043
H 2.3866 -2.6283 -1.8119 0.0024
H 3.1531 -2.7822 -0.2957 0.0116
S -3.0566 -3.2562 -0.2450 0.4140
C -1.7707 -2.3032 -0.2529 -1.0270
N -0.7624 -1.6635 -0.1006 -0.0757
O -1.2542 0.2086 -3.1067 -0.5714
S -2.3163 -0.2457 -4.0785 0.9083
C -2.4757 -2.0847 -3.9134 -0.3235
C -2.4107 -2.7127 -5.2755 -0.2492
C -1.7301 -1.7932 -6.3065 -0.2416
C -1.4824 -0.3658 -5.7488 -0.3115
H -3.4370 -2.2286 -3.4763 0.0543
H -1.7031 -2.3654 -3.1912 0.0856
H -3.3773 -3.0600 -5.6451 0.0981
H -1.7861 -3.6384 -5.1760 0.1174
H -2.3238 -1.6449 -7.2135 0.0917
H -0.7764 -2.2192 -6.5975 0.0928
H -1.8212 0.4526 -6.3923 0.0652
H -0.4011 -0.1856 -5.5700 0.0893
C -1.6736 2.2867 0.4658 -0.3835
C -0.6982 3.3789 0.3869 -0.4287
C -0.2169 4.0956 1.4690 -0.0745
C 0.9680 4.9043 1.3538 -0.1443
C 1.5783 5.0954 0.1639 -0.1999
C 1.0976 4.3875 -0.9172 -0.1571
C -0.0188 3.5748 -0.8605 -0.0956
H -2.2875 2.2016 -0.4917 0.0633
H -2.2541 2.2878 1.3885 0.0107
H -0.6200 3.9950 2.4888 0.0975
H 1.3294 5.4382 2.1987 0.0668
H 2.4605 5.7897 0.1207 0.0915
H 1.6741 4.4853 -1.8701 0.0982
H -0.3442 3.0950 -1.7569 0.0801

[3]
19
Properties=species:S:1:pos:R:3:lowdin_charge:R:1 method="wB97M-V/def2-TZVPD" homo_energy_ev=-22.98 e_lumo_ev=-15.52 charge=+3 multiplicity=1 orbital_gap_ev=7.47
Al 1.1804 0.7607 -0.0593 0.3374
O -2.2610 2.5107 -1.0591 0.2384
C -1.2426 2.0743 -0.8216 0.0818
C 2.2800 1.1308 1.6259 0.1622
O 2.7572 1.3663 2.6535 0.3614
C 2.2826 -0.4754 -1.3169 0.1561
O 2.7881 -1.1999 -2.0618 0.3557
C 2.3202 2.2477 -0.8857 0.1304
O 2.9538 3.0941 -1.3430 0.3698
C -1.5997 -1.7464 1.4808 -0.1304
S -0.5077 -0.6035 0.7291 0.8879
C -1.0681 -0.9563 -1.0664 -0.1502
O -0.9338 0.7418 1.3677 -0.4224
H -1.4305 -2.7452 1.0538 0.1130
H -2.6055 -1.3491 1.2783 0.1271
H -1.3650 -1.6788 2.5575 0.1142
H -2.1618 -0.8066 -1.0528 0.1081
H -0.5695 -0.3485 -1.8512 0.0572
H -0.8172 -2.0168 -1.2289 0.1023

[4]
64
Properties=species:S:1:pos:R:3:lowdin_charge:R:1 method="wB97M-V/def2-TZVPD" homo_energy_ev=-11.82 e_lumo_ev=-4.64 charge=+1 multiplicity=1 orbital_gap_ev=7.19
C -0.1087 1.4219 4.4611 0.2167
C -0.1956 1.4734 3.2610 -0.0737
N -0.3328 1.4717 1.8810 -0.0226
N 0.1389 2.5725 1.2945 0.1821
C -0.0281 2.5075 0.0124 -0.2024
C -0.5685 1.4560 -0.7499 -0.2509
F -0.6013 1.5965 -2.0339 0.1766
C -1.0428 0.3235 -0.1037 -0.0532
C -1.6350 -0.8402 -0.8468 -0.1364
C -0.7683 -1.1715 -2.1226 -0.0810
C -0.9028 0.4183 1.3041 -0.0874
C -1.4145 -0.7118 2.1723 -0.0910
C -0.3039 -1.6668 2.7030 -0.1545
C 0.9213 -1.8675 1.7546 -0.1863
C 2.1842 -1.2340 2.4032 -0.2478
C 2.7610 -2.2676 3.4191 -0.1039
H 0.0656 1.6486 5.4929 0.0687
H 0.3049 3.3842 -0.5378 0.1088
H -2.6574 -0.6282 -1.1912 0.1416
H -1.6706 -1.7629 -0.2648 0.1083
H -0.9191 -2.2392 -2.3042 0.0270
H -1.0561 -0.5802 -2.9916 0.0780
H 0.2802 -1.0088 -1.8413 0.0776
H -2.0236 -0.3364 3.0057 0.1339
H -2.1014 -1.3272 1.5869 0.1109
H -0.7807 -2.6482 2.8319 0.1197
H 0.0577 -1.3912 3.6989 0.0947
H 0.7466 -1.5610 0.7145 0.0973
H 1.1053 -2.9508 1.7234 0.1001
H 2.9467 -0.9078 1.6873 0.0988
H 1.8906 -0.3573 3.0033 0.0819
H 2.0018 -2.4344 4.1934 0.0753
H 3.7191 -1.9524 3.8404 0.0789
H 2.9070 -3.2039 2.8648 0.0167
C 0.9628 -4.9462 -4.1751 -1.6406
Br 0.6032 -5.0029 -2.2799 0.5302
Br 0.5537 -6.6195 -5.0321 0.6042
Br 0.0664 -3.4611 -5.0163 0.5882
H 2.0267 -4.7799 -4.2904 -0.0628
C -3.2107 5.6541 -0.8785 -1.5763
Br -2.4812 6.3910 -2.4979 0.5968
Br -5.0640 5.1674 -1.0788 0.5682
Br -2.1432 4.1693 -0.2268 0.7594
H -3.1628 6.4312 -0.1255 -0.0400
C 4.6253 -3.9601 -1.3940 -1.6149
Br 4.2823 -3.9964 0.5029 0.6164
Br 4.2435 -5.6562 -2.2203 0.5915
Br 3.6851 -2.5115 -2.2621 0.5628
H 5.6830 -3.7743 -1.5206 -0.0858
C -1.7428 10.2877 -2.0516 -1.6547
Br -2.9062 10.2247 -3.5876 0.5633
Br -0.8532 11.9882 -1.8949 0.5892
Br -2.6792 9.8221 -0.4284 0.5542
H -0.9767 9.5390 -2.2013 -0.0411
C 7.5187 -5.8514 1.4097 -1.6467
Br 7.8623 -5.1047 -0.3369 0.5986
Br 6.6006 -7.5411 1.2894 0.5756
Br 9.1298 -5.9800 2.4567 0.5935
H 6.8577 -5.1653 1.9220 -0.0593
C -8.3862 2.2953 -1.6524 -1.6380
Br -9.2760 1.6715 -0.0603 0.5765
Br -9.2440 1.6527 -3.2526 0.5857
Br -8.2075 4.2171 -1.6624 0.5380
H -7.3860 1.8843 -1.6398 -0.0347

[5]
10
Properties=species:S:1:pos:R:3:lowdin_charge:R:1 method="wB97M-V/def2-TZVPD" homo_energy_ev=-7.93 e_lumo_ev=-1.33 relative_energy_kcal_mol=119.8 multiplicity=1 orbital_gap_ev=6.60
C 0.5962 0.5387 -0.7788 -0.2518
N 0.9104 -1.7376 -0.6530 0.0579
N 2.7034 -0.8880 0.5355 -0.4257
N 0.2678 -0.7403 -0.4283 -0.5846
N -0.6055 -0.7098 0.6411 0.0241
S 2.6596 0.5261 0.0795 0.8205
H 0.8328 0.7935 -1.7996 0.0563
H -0.1508 1.2577 -0.2731 0.1019
H -0.0208 -0.3459 1.4603 0.1018
H -0.9466 -1.6728 0.8462 0.0995

[6]
23
Properties=species:S:1:pos:R:3:lowdin_charge:R:1 method="wB97M-V/def2-TZVPD" homo_energy_ev="-18.55 / -18.52" e_lumo_ev="-7.26 / -13.21" s2=0.7547 charge=+2 relative_energy_kcal_mol=46.5 multiplicity=2 orbital_gap_ev="11.29 / 5.31"
C 1.6985 0.9342 1.1132 -0.1747
O 2.7460 1.2508 0.2032 -0.0246
C 0.4443 0.7604 0.2788 -0.2406
C -0.6824 0.1312 1.1239 -0.0517
C -2.1422 0.1158 0.4858 -0.1199
N -2.3547 0.6361 -0.8023 0.2883
N 0.8443 -0.2724 -0.7782 0.2205
H 2.0120 0.0145 1.5942 0.1509
H 1.5961 1.6820 1.8921 0.1507
H 2.8613 2.2033 0.1005 0.1261
H 0.0848 1.6072 -0.2822 0.1559
H -0.4513 -0.8505 1.4897 0.1364
H -0.6837 0.7623 2.0143 0.1391
H -2.5263 -0.8727 0.6000 0.1369
H -2.7168 0.7439 1.2019 0.1976
H -3.1366 0.1623 -1.2855 0.1804
H -2.6775 1.6124 -0.8122 0.1772
H 0.1225 -0.2608 -1.4878 0.1517
H 1.0298 -1.1802 -0.3625 0.1262
H 1.7170 0.0360 -1.2182 0.1697
H -0.0062 -2.9911 -1.7591 0.0628
H 1.3830 -3.2627 -2.0287 0.0859
O 0.8381 -2.9618 -1.2811 -0.0445

[7]
12
Properties=species:S:1:pos:R:3:lowdin_charge:R:1 method="wB97M-V/def2-TZVPD" homo_energy_ev=0.33 e_lumo_ev=8.02 charge=-3 relative_energy_kcal_mol=0.0 multiplicity=1 orbital_gap_ev=7.69
N -0.7009 1.6474 -5.3215 -0.5871
O -0.6309 0.3895 -5.0308 -0.1477
O 0.4276 2.3147 -5.0483 -0.1689
O -1.8179 2.0764 -5.6210 -0.0963
N -0.3129 -4.6144 2.9515 -0.7093
O -0.2008 -5.7467 2.5426 -0.1231
O -0.9860 -4.8057 3.9228 -0.1265
O 0.0295 -3.4963 2.5716 -0.0411
N 0.9960 3.0341 2.2136 -0.6994
O 1.1627 3.0223 1.0028 -0.0609
O 1.4098 2.1528 2.9385 -0.0886
O 0.6238 4.0259 2.8781 -0.1510

[8]
17
Properties=species:S:1:pos:R:3:lowdin_charge:R:1 method="wB97M-V/def2-TZVPD" homo_energy_ev=-5.75 e_lumo_ev=0.19 relative_energy_kcal_mol=50.5 multiplicity=1 orbital_gap_ev=5.94
C -0.4904 -0.3040 1.2886 -0.1295
C 0.5892 -0.9974 0.8496 -0.0618
C 0.4875 0.6803 -0.3710 -0.0454
C 2.1908 -1.0156 -0.9937 0.0012
C -1.7012 1.6245 0.1082 -0.4443
N -0.5286 0.8552 0.5323 -0.0533
N 1.2220 -0.3882 -0.1731 -0.0938
S -3.1940 -0.9708 0.7112 -0.0975
S -3.1556 0.5661 -0.4572 0.1726
H -1.0743 -0.4257 2.1839 0.0847
H 0.9470 -1.9571 1.0425 0.1187
H 1.7082 -1.7812 -1.5491 0.1053
H 2.5594 -0.3678 -1.6767 0.0528
H 3.2220 -1.2817 -0.5363 0.1487
H -2.0843 2.1994 0.8648 0.0402
H 0.6592 1.2700 -1.2364 0.1534
H -1.3568 2.2941 -0.5876 0.0480

[9]
67
Properties=species:S:1:pos:R:3:lowdin_charge:R:1 method="wB97M-V/def2-TZVPD" homo_energy_ev=-4.50 e_lumo_ev=-3.29 multiplicity=1 orbital_gap_ev=1.21
C -2.4018 -1.4808 -6.4755 -0.1487
C -0.8732 -1.6576 -5.9098 -0.7942
I -0.3159 -0.2167 -4.3340 0.8106
C -0.5114 -3.1725 -5.3841 -0.9630
I 0.9895 -3.1645 -3.7880 0.8645
S 0.1924 -4.1771 -6.7999 1.0051
C -1.1369 -4.9248 -7.8935 -0.3122
O -1.0285 -4.5647 -9.3262 -0.1939
O -0.8545 -3.2841 -9.4926 -0.0706
H -2.4906 -1.3004 -7.6282 0.0857
H -3.0159 -2.4336 -6.1371 0.0917
H -2.8743 -0.5501 -5.8974 0.0886
H -0.1413 -1.4278 -6.8200 0.0758
H -1.4947 -3.6237 -4.9306 0.0846
H 0.9248 -3.2287 -7.5839 0.0822
H -2.2039 -4.7338 -7.4415 0.1360
H -0.9805 -6.1080 -7.8534 0.1536
H -1.3548 -2.7581 -8.7843 0.1056
O 4.2116 -4.1242 -1.5910 -0.1022
H 4.0075 -4.8970 -1.0431 -0.0108
H 3.3753 -3.9278 -2.0395 -0.0529
Br -1.0694 -2.0752 -2.2803 0.3027
C -1.1041 -2.8173 -0.4771 -0.5985
C -2.5197 -2.9419 0.0359 -0.5623
Br -3.2239 -1.2103 0.5924 0.6763
H -0.4719 -2.1767 0.1442 0.0372
H -0.6382 -3.8029 -0.5666 0.0783
H -2.5509 -3.5636 0.9352 0.0539
H -3.2156 -3.3467 -0.7042 0.0673
O 4.9339 -6.7455 -0.6130 -0.4870
H 5.6421 -6.2211 -0.9395 -0.1756
Cl 0.8973 0.3311 -0.1103 0.5741
C -0.4421 1.5045 -0.0611 -0.7364
C -0.2543 2.5450 1.0314 -0.6284
Cl -0.4148 1.8455 2.6615 0.6027
H -1.3758 0.9483 0.0685 -0.1284
H -0.4704 1.9933 -1.0395 0.0646
H -1.0216 3.3200 0.9428 0.0763
H 0.7258 3.0276 0.9639 0.0732
C 1.1667 -3.5631 3.6805 -0.1134
C 0.2930 -4.5106 2.8396 -0.5178
O -0.7122 -3.7915 2.3676 -0.2224
H 0.6116 -3.1342 4.5245 0.0605
H 2.0181 -4.1145 4.0961 0.0636
H 1.5725 -2.7387 3.0806 0.0612
H 0.0645 -5.3582 3.5046 0.0861
H 0.9846 -4.9794 2.1221 0.0970
C 0.5513 4.8221 6.4785 -0.5511
O 1.3422 5.0256 5.5664 -0.2950
N -0.7536 4.4035 6.3271 -0.1892
C -1.6272 4.1850 7.4607 -0.0499
C -1.2687 4.1743 4.9931 -0.0567
H 0.8392 4.9657 7.5329 0.0291
H -1.9575 3.1422 7.4567 0.0993
H -2.4942 4.8458 7.3713 0.0951
H -1.1116 4.3945 8.4018 0.0863
H -0.6607 3.4076 4.5034 0.0094
H -1.1947 5.1026 4.4185 0.0925
H -2.3114 3.8478 5.0325 0.0989
Ca 1.6333 6.7356 6.6123 0.8290
Br -3.1340 0.4041 -1.0391 0.1340
C 3.6299 9.3895 3.0072 -0.1803
O 2.7718 9.8631 4.0287 -0.1935
H 3.6737 8.2990 3.0570 0.0706
H 3.2393 9.6921 2.0325 0.0743
H 4.6324 9.7992 3.1530 0.0760
H 2.7530 10.8327 3.9594 0.0810

[10]
37
Properties=species:S:1:pos:R:3:lowdin_charge:R:1 method="wB97M-V/def2-TZVPD" homo_energy_ev=-1.89 e_lumo_ev=5.73 charge=-2 relative_energy_kcal_mol=89.2 multiplicity=1 orbital_gap_ev=7.62
C 0.3938 -1.6890 0.1760 -0.2216
N 1.5497 -2.0751 1.0985 -0.0098
C 2.1178 -0.8170 1.8056 -0.4161
O 1.6538 -0.8416 3.0338 -0.2951
C 0.9354 -1.4982 -1.2233 -0.1937
C 0.4564 -0.1321 -1.6293 -0.2185
C 0.4893 0.1667 -3.1330 -0.3109
O -0.5178 0.9499 -3.6646 -0.1077
H -0.2435 -0.8019 0.5318 0.1171
H -0.3924 -2.3603 0.0790 0.0736
H 1.2084 -2.6791 1.7149 0.0025
H 3.1951 -0.8694 1.7111 0.0755
H 1.7520 0.1334 1.3945 0.1015
H 0.6634 -2.3159 -1.7909 0.0786
H 1.9788 -1.2550 -1.4323 0.1126
H 0.8815 0.8004 -1.1580 0.1354
H -0.5989 -0.0434 -1.4443 0.0858
H 1.5695 0.5707 -3.1769 0.1370
H 0.5368 -0.6069 -3.6060 0.0035
H -3.1076 -0.8569 1.5020 0.0545
H -1.8878 -1.5863 1.9556 -0.1103
O -2.4545 -1.5540 1.2660 -0.0578
H -0.0577 2.4058 -2.7498 -0.1147
H -0.3606 3.2986 -1.6064 0.0168
O 0.3135 3.1152 -2.3537 -0.0964
H -0.6965 -0.8837 3.8723 -0.0274
H 0.3930 -1.4483 2.9047 0.0351
O -0.6790 -1.5595 3.2343 -0.1789
H -3.0549 0.7682 -1.5957 -0.1448
H -1.1729 1.2339 -2.9183 0.0509
O -2.5389 1.3302 -1.9767 -0.2525
H -0.1117 1.3091 2.8497 0.0664
H 1.1735 0.7812 3.6928 0.0002
O 0.6242 1.5900 3.5156 -0.1607
H -1.7810 2.1232 -1.1466 0.0734
H -1.0138 2.4879 0.5613 -0.0417
O -1.2167 2.8092 -0.2935 -0.2619

[11]
82
Properties=species:S:1:pos:R:3:lowdin_charge:R:1 method="wB97M-V/def2-TZVPD" homo_energy_ev=-7.83 e_lumo_ev=-1.05 smiles="O=C1C=C(C[SH](=O)=O)C(=O)c2ccccc21.CN(C)P(=O)(N(C)C)N(C)C.CN(C)P(=O)(N(C)C)N(C)C" multiplicity=1 orbital_gap_ev=6.78
O 3.2399 -2.4918 -6.4016 0.1202
C 2.8931 -1.3943 -6.0231 -0.2927
C 1.4521 -0.9341 -6.0467 0.0706
C 1.1982 0.3628 -6.1700 -0.1806
C -0.2496 0.8336 -6.1449 -0.1768
S -0.7455 0.9225 -4.3977 0.6772
O -0.5291 2.2881 -3.9907 -0.3434
O 0.0438 0.0542 -3.5623 -0.3457
C 2.3173 1.3706 -6.3097 -0.2669
O 2.1831 2.4077 -6.9222 0.1294
C 3.5902 0.9831 -5.5871 -0.0913
C 4.4199 1.9658 -5.1006 0.0005
C 5.5544 1.5634 -4.4088 -0.0609
C 5.8276 0.2221 -4.2281 -0.0640
C 4.9978 -0.7475 -4.7617 -0.0066
C 3.8587 -0.3805 -5.4502 -0.0876
H 0.6540 -1.6627 -5.9230 0.1409
H -0.3353 1.8303 -6.5895 0.1072
H -0.8708 0.1542 -6.7386 0.1122
H -2.0530 0.5392 -4.2751 0.0793
H 4.2209 3.0238 -5.2357 0.1276
H 6.2307 2.3036 -3.9881 0.1107
H 6.7006 -0.1004 -3.6676 0.1107
H 5.1881 -1.8116 -4.6394 0.1264
C -4.5525 -1.5154 -1.9630 -0.1344
N -4.3791 -2.5297 -0.9401 -0.3438
C -5.2151 -3.6855 -1.2550 -0.1537
P -2.7955 -3.0136 -0.4177 0.7215
O -2.3113 -3.5956 -1.7329 -0.2991
N -1.6200 -1.7530 -0.3090 -0.3153
C -1.8859 -0.3617 -0.5704 -0.1233
C -0.2714 -2.1050 -0.7501 -0.1350
N -3.2272 -2.6921 1.2212 -0.3135
C -4.4296 -2.0482 1.7180 -0.1085
C -2.2079 -2.9050 2.2437 -0.1214
H -5.6025 -1.4488 -2.2562 0.0803
H -3.9589 -1.7172 -2.8655 0.0810
H -4.3043 -0.5243 -1.5849 0.0580
H -5.1228 -4.4470 -0.4740 0.0756
H -4.9366 -4.1470 -2.2102 0.0790
H -6.2684 -3.3972 -1.2951 0.0788
H -2.0108 -0.1618 -1.6432 0.0602
H -1.0642 0.2644 -0.2132 0.0712
H -2.7673 -0.0103 -0.0288 0.0754
H -0.1608 -2.0321 -1.8379 0.0675
H -0.0224 -3.1239 -0.4529 0.0709
H 0.4645 -1.4472 -0.2804 0.0686
H -4.5157 -1.0208 1.3573 0.0768
H -4.4241 -2.0134 2.8100 0.0830
H -5.3304 -2.5945 1.4419 0.0725
H -1.7774 -1.9546 2.5740 0.0758
H -1.3980 -3.5288 1.8640 0.0725
H -2.6220 -3.4230 3.1126 0.0807
C 2.2839 -0.1552 3.8186 -0.1250
N 1.4273 0.8986 3.3013 -0.3406
C 0.9563 0.5334 1.9686 -0.1584
P 0.1476 1.5664 4.2578 0.7229
O -0.6983 0.3123 4.3886 -0.3000
N 0.4846 1.7549 5.9449 -0.3323
C 1.7475 1.4432 6.5698 -0.1366
C -0.6184 1.4414 6.8478 -0.1494
N 0.7678 3.1547 3.9973 -0.3177
C 2.0258 3.5304 3.3770 -0.1082
C 0.0658 4.2643 4.6275 -0.1314
H 2.9302 -0.5392 3.0268 0.0819
H 1.7171 -0.9978 4.2339 0.0870
H 2.9668 0.2252 4.5772 0.0578
H 0.3373 1.3348 1.5508 0.0736
H 0.3542 -0.3841 1.9849 0.0666
H 1.7965 0.3933 1.2841 0.0839
H 1.9105 0.3603 6.6520 0.0814
H 1.7858 1.8615 7.5795 0.0803
H 2.5845 1.8965 6.0350 0.0692
H -0.6979 0.3643 7.0443 0.0799
H -1.5672 1.7772 6.4306 0.0675
H -0.4880 1.9615 7.8005 0.0790
H 2.8820 3.1463 3.9359 0.0770
H 2.1234 4.6180 3.3325 0.0816
H 2.0938 3.1834 2.3474 0.0744
H 0.6022 4.6142 5.5147 0.0866
H -0.9373 3.9685 4.9356 0.0716
H -0.0533 5.1020 3.9353 0.0798